Entry 1:
The following is a quantum chemistry calculation of H4NP as an isolated structure, from the Open Molecules 2025 dataset.

XYZ file:
```
6
H4NP, DFT wB97M-V/def2-TZVPD
N -0.8246 -0.2683 -0.0076
P 0.2830 1.0024 -0.3476
H -1.1718 -0.8237 -0.8194
H -1.6733 0.0904 0.3486
H 1.2289 0.0530 -1.4575
H 1.4137 0.5842 0.5731
```

Results
* 2S+1: 1
* HOMO: -0.3330 Ha
* E_LUMO: 0.0264 Eh

Entry 2:
The following is a quantum chemistry calculation of a 10-piece molecular cluster, C5H30N10O10 overall, from the Open Molecules 2025 dataset.

XYZ file:
```
55
C5H30N10O10, DFT wB97M-V/def2-TZVPD
C -3.3318 -3.3965 -1.4369
O -4.4279 -3.7960 -1.8513
N -2.4748 -4.2087 -0.7919
N -2.9449 -2.1182 -1.5970
H -2.7497 -5.1497 -0.5795
H -1.6877 -3.8075 -0.3098
H -2.0530 -1.8219 -1.2062
H -3.6100 -1.4717 -1.9785
C 1.4725 0.7368 3.3141
O 2.5312 0.3476 3.8106
N 0.4396 1.1035 4.1114
N 1.2374 0.8521 1.9910
H -0.3573 1.5105 3.6484
H 0.5835 1.1853 5.0995
H 0.2676 0.9781 1.7092
H 1.9330 0.4989 1.3644
C -2.4144 0.3377 2.3161
O -1.5642 1.0956 1.8304
N -3.5109 0.6685 3.0564
N -2.3970 -0.9891 2.0168
H -3.9222 -0.1141 3.5224
H -3.6196 1.6438 3.2762
H -1.8134 -1.3709 1.2875
H -3.1766 -1.4690 2.4189
C 1.6049 2.9623 -3.8529
O 0.8067 3.2386 -4.7534
N 2.1460 1.7598 -3.6146
N 1.8736 3.9490 -2.9498
H 2.6259 1.5841 -2.7441
H 1.9500 0.9806 -4.2163
H 1.4709 4.8604 -3.0460
H 2.7785 3.7777 -2.5341
C 0.2496 -0.9255 -0.4056
O -0.5770 -1.8363 -0.1645
N 1.5871 -1.0032 -0.4162
N -0.1591 0.2739 -0.9211
H 2.1380 -1.8089 -0.1589
H 2.0041 -0.0841 -0.2999
H 0.6005 0.7936 -1.3258
H -1.1064 0.4622 -1.1941
O 0.5801 3.0864 -0.3614
H -0.1696 2.4944 -0.2201
H 0.4266 3.4631 -1.2334
O 1.4591 -3.8951 0.7094
H 1.4043 -4.6926 0.1732
H 0.7065 -3.3564 0.4299
O 2.9851 1.4505 -0.7715
H 2.7269 2.3034 -0.3873
H 3.7643 1.1808 -0.2678
O 4.1084 -2.8274 0.6635
H 3.2853 -3.2057 1.0072
H 4.2726 -3.3076 -0.1530
O -2.2997 2.3370 -0.8451
H -2.8662 1.6101 -0.5686
H -2.7868 3.1295 -0.6002
```

Results
* 2S+1: 1
* HOMO: -0.3437 Ha
* E_LUMO: -0.0006 Eh

Entry 3:
The following is a quantum chemistry calculation of a single C2H3NP2 molecule, from the Open Molecules 2025 dataset.

XYZ file:
```
8
C2H3NP2, DFT wB97M-V/def2-TZVPD
C 0.6896 -0.2913 -0.5134
C -0.7567 1.3544 -0.2449
N 0.5965 0.9271 -0.5029
P -2.0667 0.3495 -0.0378
P -0.8965 -1.4450 -0.2706
H 1.7325 -0.5970 -0.7205
H -0.9039 2.4951 -0.0686
H -0.5157 -1.1920 1.0988
```

Results
* 2S+1: 3
* HOMO (alpha / beta): -0.2411 / -0.3551 Ha
* E_LUMO (alpha / beta): 0.0309 / -0.1033 Eh

Entry 4:
The following is a quantum chemistry calculation of a single C4H10N2O molecule, from the Open Molecules 2025 dataset.

XYZ file:
```
17
C4H10N2O, DFT wB97M-V/def2-TZVPD
C 0.6127 1.0475 -1.6165
C 1.1994 1.0953 0.7838
C -2.0080 -1.5530 1.0017
C 0.6850 0.1735 -0.4170
N -0.7529 -1.3684 0.3704
N -0.6991 -0.1639 0.1762
O 1.4718 -0.9339 -0.8038
H -0.0062 0.6367 -2.4426
H -0.0165 2.0091 -1.3411
H 1.5373 1.5550 -1.8924
H 1.8861 1.8120 0.3814
H 1.6841 0.5064 1.5138
H 0.3583 1.5935 1.0814
H -2.8130 -2.0961 0.4043
H -2.4442 -0.4883 1.1486
H -1.8660 -2.1982 1.8204
H 1.1713 -1.6270 -0.1685
```

Results
* 2S+1: 1
* HOMO: -0.3554 Ha
* E_LUMO: 0.0357 Eh

Entry 5:
The following is a quantum chemistry calculation of a 2-piece molecular cluster, C3H7NO overall, from the Open Molecules 2025 dataset.

XYZ file:
```
12
C3H7NO, DFT wB97M-V/def2-TZVPD
C 0.9967 2.2371 1.1506
N 1.5221 3.1575 1.9422
H 1.5335 1.9227 0.3614
H -0.0926 1.9175 1.1902
H 0.8937 3.6350 2.6985
O 0.7839 -1.9601 0.1590
C -0.3065 -1.6369 -0.2772
C -0.9496 -1.9773 -1.6047
H -0.8832 -0.9695 0.2831
H -0.4891 -2.6609 -2.3050
H -1.2824 -1.1119 -2.2309
H -1.7265 -2.5534 -1.3673
```

Results
* 2S+1: 2
* HOMO (alpha / beta): -0.5174 / -0.4820 Ha
* charge: +1
* E_LUMO (alpha / beta): -0.2243 / -0.3814 Eh

Entry 6:
The following is a quantum chemistry calculation of CH2N2S4 as an isolated structure, from the Open Molecules 2025 dataset.

XYZ file:
```
9
CH2N2S4, DFT wB97M-V/def2-TZVPD
C 0.0615 0.5402 0.5847
N -1.0217 1.1994 0.4430
N -2.2049 0.9197 0.1303
S -0.7796 -1.6191 -0.0700
S -2.5607 -0.7182 -0.3554
S 2.7532 -0.2716 -0.7698
S 1.3331 1.1323 -0.6225
H 0.4706 0.1508 1.4414
H 1.9485 -1.3335 -0.7817
```

Results
* 2S+1: 1
* HOMO (alpha / beta): -0.3097 / -0.3097 Ha
* E_LUMO (alpha / beta): -0.0368 / -0.0367 Eh

Entry 7:
The following is a quantum chemistry calculation of C4H8S2 as an isolated structure, from the Open Molecules 2025 dataset.

XYZ file:
```
14
C4H8S2, DFT wB97M-V/def2-TZVPD
C -0.4535 -1.7183 0.3105
C -0.3115 -0.2569 0.2864
C 0.8376 0.3850 -0.2413
C 0.6855 1.8851 0.1987
H -1.2524 -2.0208 1.0587
H 0.5250 -2.3887 0.7566
H -0.9617 -2.1701 -0.9195
H -0.8403 0.3268 1.0441
H -0.7932 -0.6057 -1.6954
H 0.4350 1.8545 1.4243
H -0.1668 2.3728 -0.3151
H 1.7185 2.4479 -0.0080
S -1.5288 0.3320 -1.0268
S 2.1066 -0.4435 -0.8732
```

Results
* 2S+1: 1
* HOMO: -0.3198 Ha
* E_LUMO: -0.0149 Eh

Energy relative to the best compared isomer or geometry (same formula, charge and spin) list, top to bottom, in kJ/mol: 79.2; 76.9; 88.2; 335.9; 348.7; 130.0; 379.0